No. 1
# C32H58Cl12O10S2

11 unconnected molecules or ions with the total composition C32H58Cl12O10S2 at a distorted geometry (ωB97M-V with the def2-TZVPD basis set, OMol25).

Values from the calculation:
Total charge: 0
SMILES string: O=S1(=O)CCCC1.O=S1(=O)CCCC1.O=C1CCCO1.O=C1CCCO1.O=C1CCCO1.ClCCCl.ClCCCl.ClCCCl.ClCCCl.ClCCCl.ClCCCl
Energy, hartree: -8325.20172
Orbital gap, Eh: 0.3573

Last column: Löwdin charge in e.
Geometry (Å):
H  -0.49  1.47  -5.81  0.076
H  -4.77  1.71  1.26  0.058
H  5.75  4.41  0.77  0.098
H  -2.90  -5.06  1.53  0.091
C  -5.44  -4.29  -3.12  -0.197
Cl  -2.46  -0.71  -3.52  0.597
H  0.64  -5.29  0.74  0.076
H  6.88  2.78  2.26  0.117
H  -0.60  3.89  -3.24  0.050
H  -6.38  -4.73  -2.80  0.112
C  4.50  0.45  -3.65  -0.671
C  -4.16  -2.57  3.14  -0.672
H  -3.76  3.03  0.63  0.055
Cl  0.33  3.83  -1.13  0.638
C  -0.89  -0.61  0.56  -0.136
C  -4.29  -4.78  -2.21  -0.207
H  4.28  -2.26  2.33  0.073
C  4.60  -2.59  1.35  -0.672
H  -5.71  -1.61  -0.99  0.105
H  1.01  5.99  1.57  0.101
H  4.79  0.01  0.65  0.043
C  -1.89  -5.30  1.20  -0.064
H  6.20  3.52  -0.64  0.096
C  3.61  -3.35  0.51  -0.676
C  4.05  -0.59  -2.66  -0.650
H  -5.17  -4.67  -4.11  0.113
H  -3.97  -3.15  2.23  0.027
C  -4.84  3.53  2.43  -0.669
O  3.91  2.31  -0.85  -0.343
S  -4.35  -3.64  -0.80  0.682
C  5.15  0.89  1.18  -0.210
Cl  -4.11  5.15  2.41  0.548
C  -4.14  2.55  1.53  -0.607
O  0.78  3.43  3.55  0.027
C  -1.09  5.86  -2.38  -0.617
H  -1.53  -0.22  1.34  0.061
C  6.64  1.11  0.92  -0.220
Cl  -1.31  6.60  -0.75  0.533
H  4.86  0.77  2.22  0.116
C  -1.85  -5.92  -0.19  -0.484
H  7.06  0.81  -0.04  0.111
C  0.02  -4.67  0.10  -0.171
H  -1.53  -3.21  0.40  0.058
C  1.33  -0.60  1.14  -0.442
O  1.68  4.06  5.49  0.127
H  4.85  -1.66  0.83  -0.012
C  -5.71  -2.61  -1.43  -0.223
Cl  5.27  -0.22  -5.12  0.535
C  -1.61  -0.23  -5.03  -0.613
C  1.12  0.64  0.26  -0.064
O  3.56  2.92  1.61  -0.324
H  3.47  -1.37  -3.12  0.071
O  -4.87  -4.32  0.37  -0.319
H  -6.60  -3.13  -1.08  0.106
H  -6.33  -2.29  -3.57  0.116
C  -1.08  -4.04  0.94  -0.174
C  0.59  5.51  2.46  -0.164
H  3.97  -3.45  -0.51  0.042
H  5.16  1.23  -3.28  0.065
H  -1.92  6.15  -3.01  0.074
H  -0.59  3.75  2.01  0.071
H  -0.23  6.42  -2.75  0.063
C  6.97  2.58  1.20  -0.207
H  -0.93  -1.02  -5.33  0.074
C  -0.25  0.43  -0.37  -0.157
H  3.65  1.05  -3.99  0.044
C  -0.89  4.36  -2.30  -0.640
C  0.43  4.02  2.30  -0.216
H  -2.14  -1.84  3.11  0.053
H  -0.35  6.06  2.60  0.106
O  -0.68  -5.56  -0.78  0.037
H  1.91  0.62  -0.50  0.090
H  -1.38  -1.41  0.01  0.089
H  2.49  5.85  3.40  0.128
C  -0.84  1.06  -4.87  -0.641
H  -4.73  3.22  3.47  0.054
Cl  -2.25  -3.70  4.56  0.588
H  -0.64  -3.64  1.86  0.105
C  -2.88  -2.19  3.82  -0.622
C  5.92  3.39  0.41  -0.202
C  1.35  4.35  4.39  -0.478
Cl  -5.20  -1.18  2.71  0.544
H  -1.42  1.87  -4.43  0.052
H  7.13  0.47  1.67  0.120
H  -5.92  3.66  2.31  0.072
H  0.66  -3.94  -0.40  0.115
O  0.19  -1.27  1.27  0.025
H  -4.78  -3.20  3.78  0.064
Cl  3.28  -4.99  1.10  0.596
Cl  0.61  0.91  -3.83  0.594
O  2.38  -0.94  1.64  0.093
H  1.08  3.69  1.49  0.051
C  1.46  5.69  3.71  -0.060
H  -3.33  -4.73  -2.71  0.112
H  -2.44  -0.04  -5.70  0.069
H  1.25  1.55  0.85  0.099
Cl  -2.66  1.93  2.34  0.617
Cl  5.42  -1.42  -1.92  0.636
H  -0.81  1.36  -0.31  0.074
H  -3.06  -1.45  4.60  0.073
Cl  6.16  -3.49  1.48  0.533
O  -2.64  -6.64  -0.72  0.115
H  -4.38  -5.81  -1.85  0.092
H  -1.33  -5.93  1.89  0.136
H  -1.81  3.89  -1.97  0.067
S  4.36  2.40  0.52  0.695
H  -0.29  0.01  -1.37  0.052
O  -3.18  -2.82  -0.71  -0.334
H  -4.59  -2.42  -3.25  0.052
H  3.43  -0.11  -1.90  0.045
H  2.68  -2.83  0.30  0.049
H  1.08  6.49  4.34  0.123
C  -5.58  -2.74  -2.92  -0.219
H  7.97  2.81  0.84  0.112

No. 2
# C32H58ClN10O2

A molecular structure, C32H58ClN10O2 at a distorted geometry (ωB97M-V with the def2-TZVPD basis set, OMol25).

Values from the calculation:
Total charge: +3
Energy relative to the best compared isomer or geometry (same formula, charge and spin), kJ/mol: 4472.2
Energy, hartree: -2409.84084
Orbital gap, Eh: 0.2536

Last column: Löwdin charge in e.
Geometry (Å):
H  -1.75  -3.72  -0.78  0.058
H  7.46  -1.77  0.31  0.090
N  -0.84  -3.49  1.88  -0.014
N  3.16  -1.06  0.31  -0.097
H  -0.74  -4.14  4.03  0.171
H  -2.41  2.12  -2.88  0.082
C  -2.88  -0.98  -0.12  -0.001
C  -4.57  -0.54  1.76  0.026
N  1.21  2.09  1.07  0.061
C  1.97  -1.81  -0.08  -0.082
H  -0.89  -0.85  4.93  0.107
H  1.14  -1.10  -0.06  -0.233
H  -1.12  6.93  2.55  0.090
H  2.47  -0.15  -1.07  0.124
C  -1.98  1.65  -0.47  -0.188
H  7.55  -0.60  1.66  0.089
H  -3.90  -0.51  2.62  0.088
H  0.33  -0.47  2.38  0.105
C  4.42  -1.05  -0.35  0.053
H  -1.23  2.26  -0.97  0.082
H  6.71  -0.07  -1.23  0.134
H  2.01  -2.16  -1.11  0.133
C  3.31  -0.22  1.42  -0.176
H  -2.45  -0.46  -3.03  0.075
H  5.06  1.05  1.99  0.172
H  -3.19  -3.60  0.31  0.034
N  5.28  -0.21  0.32  -0.023
H  0.10  5.23  3.46  0.128
C  1.72  1.49  -3.48  0.025
H  -1.56  0.68  -0.21  -0.030
H  -1.49  4.42  3.41  0.137
N  -0.14  3.72  1.99  -0.004
H  -0.43  6.24  1.06  0.088
H  -2.04  5.95  1.51  0.080
O  -3.73  0.69  -1.59  0.034
H  -5.48  -2.90  0.37  0.152
H  -1.83  2.63  -4.47  0.148
C  -2.28  0.44  -4.40  -0.086
N  -0.50  1.65  -3.38  0.003
H  3.23  1.50  1.40  0.120
H  -0.66  -1.50  -1.62  0.064
C  0.00  1.43  -2.11  0.006
H  -0.42  1.12  0.03  -0.122
H  -2.25  2.13  0.48  0.090
C  7.62  -0.73  0.58  -0.049
N  -2.55  -2.01  -0.98  -0.082
H  1.65  1.01  -0.13  -0.002
H  8.64  -0.48  0.28  0.099
H  -1.84  -5.24  1.99  0.136
C  0.58  1.66  -4.16  -0.033
C  -0.05  -1.49  2.36  -0.073
H  -1.88  3.18  0.76  0.134
H  -1.32  -1.45  -4.10  0.147
N  -0.22  -2.17  3.55  -0.081
H  -1.79  0.29  -5.36  0.107
H  -2.01  -0.33  -3.67  -0.184
Cl  -0.04  -0.37  0.06  0.792
H  -3.74  -3.74  -1.66  0.158
C  -2.07  -1.45  -3.30  -0.078
H  -0.60  -2.38  5.63  0.110
H  2.78  1.53  -3.72  0.145
C  -0.53  -3.44  3.24  0.045
C  -0.37  -2.34  1.33  -0.179
O  -3.80  2.86  -1.61  0.011
H  6.81  1.19  -0.08  0.138
C  -2.33  -4.20  0.01  -0.081
C  -3.67  -2.87  -1.02  -0.076
C  -0.02  2.02  0.48  -0.219
C  2.40  1.19  0.77  -0.245
C  -1.54  -2.00  -2.03  -0.159
H  2.08  0.16  0.93  0.060
H  -0.56  -5.17  0.75  0.134
C  2.15  0.89  -1.09  -0.116
H  -0.58  1.45  -1.20  0.002
H  -5.51  -1.03  2.04  0.106
C  -1.86  1.79  -3.77  -0.096
C  -4.52  -2.51  0.06  -0.001
C  -3.22  1.76  -1.35  -0.744
N  1.36  1.25  -2.18  0.004
H  -2.66  -5.17  -0.37  0.124
C  1.13  3.16  1.97  0.078
C  6.62  0.12  -0.16  -0.166
C  -0.67  4.81  2.80  -0.145
H  2.64  1.36  -0.28  -0.073
H  1.96  3.38  2.63  0.157
C  4.56  0.37  1.33  -0.027
C  -0.83  3.02  0.98  0.020
H  4.54  -1.45  -1.34  0.168
H  -2.35  -0.04  -0.16  0.039
H  -0.43  -2.20  0.27  0.037
H  -1.29  -3.01  -2.34  0.140
C  -0.17  -1.67  4.93  0.032
C  -1.41  -4.64  1.18  -0.085
H  1.84  -2.67  0.57  0.117
H  -3.34  0.48  -4.65  0.129
H  3.03  1.53  -1.14  0.217
H  0.51  1.97  -5.19  0.160
H  2.51  -0.07  2.12  0.160
H  0.81  -1.34  5.28  0.108
N  -4.06  -1.30  0.60  -0.029
H  -2.88  -2.06  -3.72  0.162
H  -4.82  0.50  1.56  0.107
C  -1.04  6.04  1.94  -0.052

No. 3
# C32H58IN4O3PS

A molecular structure, C32H58IN4O3PS at a distorted geometry (ωB97M-V with the def2-TZVPD basis set, OMol25).

Values from the calculation:
Total charge: 0
Energy relative to the best compared isomer or geometry (same formula, charge and spin), kJ/mol: 1629.8
Energy, hartree: -2735.34772
Orbital gap, Eh: 0.2454

Last column: Löwdin charge in e.
Geometry (Å):
H  -7.01  -1.60  -4.83  0.098
I  7.08  1.79  2.28  0.868
H  10.62  -0.70  -0.12  0.093
H  2.91  -0.54  -2.27  0.106
H  0.88  3.83  -0.58  0.072
H  -11.16  -1.47  -4.43  0.075
C  -6.47  2.24  -0.24  -0.225
C  5.53  -2.14  0.84  -0.148
C  7.03  -0.44  2.02  -0.790
H  -6.13  2.99  -0.97  0.104
H  5.32  -2.54  4.97  0.148
H  -4.92  -1.90  -3.55  0.072
C  -8.03  -0.33  -3.39  -0.225
H  5.93  -2.16  -1.43  0.114
C  -1.39  1.24  1.20  0.000
C  3.61  -2.24  -1.16  -0.211
H  -7.84  3.58  0.77  0.098
H  8.60  1.62  -2.73  0.086
C  3.18  -1.42  2.81  -0.409
H  -9.81  -0.85  -2.32  0.108
H  -7.91  1.43  2.07  0.067
H  5.11  -0.16  1.29  0.155
H  -8.60  0.21  -4.16  0.102
H  8.84  -1.41  3.23  0.114
H  -6.53  1.30  -0.80  0.088
H  11.72  0.89  1.66  0.089
H  -9.72  -1.35  -5.47  0.066
H  -8.56  0.61  0.64  0.070
C  -7.86  2.62  0.25  -0.271
C  -5.41  2.08  0.85  -0.227
H  -4.45  3.04  2.51  0.098
H  9.92  0.86  -1.57  0.074
C  1.23  -1.40  -1.24  -0.183
N  4.82  -0.06  4.07  0.048
O  2.57  -2.57  3.19  -0.134
C  10.02  -0.50  0.88  -0.433
C  -0.78  2.74  0.82  -0.073
H  -9.50  1.88  1.45  0.070
C  5.55  -2.47  3.81  -0.130
H  -1.21  3.71  1.31  0.074
H  3.75  -2.76  -2.22  0.120
H  -6.29  -2.42  -2.56  0.067
H  7.29  -0.13  -1.85  0.076
H  -7.75  0.41  -2.64  0.091
C  -5.19  3.30  1.74  -0.271
C  -10.28  -2.01  -4.80  -0.117
H  -2.27  1.22  1.98  0.081
H  10.35  -1.33  1.64  0.086
H  -3.74  4.30  0.47  0.064
C  -8.94  -1.37  -2.73  -0.230
C  8.89  1.46  -1.59  -0.172
C  0.51  -0.06  -0.55  -0.058
H  7.53  -0.52  4.24  0.113
H  -8.52  2.76  -0.62  0.103
H  -8.42  -1.82  -1.87  0.100
C  -4.68  4.52  0.98  -0.113
H  -6.11  3.56  2.28  0.098
H  6.72  1.25  -0.72  0.053
O  2.33  -0.42  2.13  -0.195
H  -8.58  -3.07  -4.03  0.099
C  7.69  -1.23  3.29  -0.242
H  10.06  1.09  2.53  0.040
H  3.17  -3.06  -0.45  0.128
H  0.70  -1.69  -2.28  0.131
P  8.17  -0.60  0.45  0.883
H  1.99  1.53  -1.74  0.076
H  -4.51  5.35  1.67  0.070
H  8.97  2.53  -1.12  0.074
H  -4.45  1.81  0.37  0.101
C  0.45  2.76  -0.28  -0.089
C  -5.82  -1.56  -3.04  -0.109
H  5.07  -0.52  -0.86  0.106
H  6.50  -2.83  0.85  0.135
H  5.08  -3.46  3.35  0.135
H  -1.13  -1.63  1.80  0.120
C  7.63  0.56  -0.95  -0.459
N  2.69  -1.05  -1.39  -0.134
H  1.11  -2.27  -0.44  0.133
C  4.82  -1.21  3.06  -0.319
C  3.80  -0.20  4.98  -0.524
C  -9.43  -2.50  -3.64  -0.275
N  5.60  -0.96  1.79  -0.089
C  10.55  0.94  1.45  -0.218
H  10.26  1.88  0.80  0.057
N  7.05  -2.55  3.65  -0.093
H  -10.02  -3.20  -3.04  0.105
C  -0.75  -0.13  0.51  -0.143
H  -5.52  -0.85  -2.26  0.069
H  -10.63  -2.86  -5.40  0.069
H  -6.22  -0.07  -4.52  0.106
C  -6.76  -0.89  -4.04  -0.270
H  4.67  -2.93  1.12  0.144
C  1.11  1.42  -0.96  -0.028
H  -5.41  4.85  0.23  0.067
C  -8.49  1.57  1.16  -0.112
H  7.46  -2.81  4.58  0.126
S  2.64  -0.56  6.21  0.657
H  -5.67  1.22  1.49  0.103
O  -1.29  -1.46  0.83  -0.088
C  5.10  -1.69  -0.72  -0.139

No. 4
# C32H58N2O8SbSiSr

A molecular structure, C32H58N2O8SbSiSr (ωB97M-V with the def2-TZVPD basis set, OMol25).

Values from the calculation:
Total charge: -1
Energy relative to the best compared isomer or geometry (same formula, charge and spin), kJ/mol: 56.9
Energy, hartree: -2526.43161
Orbital gap, Eh: 0.2405

Last column: Löwdin charge in e.
Geometry (Å):
H  -0.68  -7.35  -2.11  0.084
H  -0.51  6.23  -3.26  0.083
C  2.33  -3.19  2.68  -0.031
C  2.26  4.16  1.83  -0.155
H  0.13  -1.82  3.80  0.096
C  1.74  4.87  0.58  -0.710
C  -2.08  5.83  0.86  -0.114
C  0.16  -4.39  2.95  -0.017
C  0.09  -6.69  -2.50  -0.029
H  0.82  -7.28  -3.05  0.082
H  -2.03  4.53  3.28  0.085
Sr  -0.48  -0.54  -0.20  1.474
H  0.22  2.58  -2.99  0.070
N  2.30  -0.14  -0.64  0.038
H  0.76  6.42  1.77  0.055
C  -1.91  4.13  -2.44  -0.115
C  4.99  -0.31  -1.32  -0.009
C  2.94  -1.31  -0.61  -0.104
H  4.76  -2.41  -0.89  0.112
H  2.19  -7.48  -0.85  0.083
C  -3.07  0.76  -1.26  -0.635
H  -2.61  4.72  -1.85  0.061
C  0.85  -3.20  2.29  -0.642
H  -4.95  -3.50  1.60  0.090
C  -3.43  0.21  0.20  -0.652
H  2.97  3.82  -0.91  0.022
H  2.67  5.52  -1.29  0.066
O  -1.75  -3.49  0.71  -0.130
C  1.45  6.33  0.92  -0.120
H  2.29  -4.45  -1.07  0.070
H  -0.79  6.52  -1.54  0.060
H  1.32  -4.21  -2.53  0.083
H  -4.27  -5.69  0.50  0.084
H  2.38  6.83  1.20  0.083
H  -3.18  3.40  -0.04  0.073
C  1.79  -4.96  -1.90  -0.042
H  -2.15  3.07  -2.33  0.053
C  -0.21  5.93  -2.25  -0.120
H  2.81  -4.11  2.36  0.085
H  -4.65  -3.64  -0.99  0.094
H  1.50  3.81  -2.87  0.057
C  4.28  -1.44  -0.93  -0.028
H  2.56  3.13  1.61  0.062
H  0.30  -4.36  4.03  0.087
H  3.14  4.69  2.22  0.081
H  1.51  4.11  2.63  0.051
H  2.41  1.88  -1.05  0.065
C  2.84  4.82  -0.47  -0.136
H  -2.08  4.40  -3.49  0.088
C  1.40  -6.90  -0.37  -0.029
H  -3.50  -3.58  2.61  0.082
O  -0.30  -5.27  -0.66  -0.102
O  -4.00  0.97  -2.02  0.034
H  3.81  5.08  -0.02  0.084
H  2.34  -2.17  -0.32  0.084
H  0.23  3.96  -4.08  0.084
C  0.75  -5.94  -1.35  -0.648
H  -0.84  3.30  2.88  0.076
C  0.44  3.64  -3.05  -0.141
H  -2.84  -5.75  1.54  0.084
C  -3.23  -5.39  0.58  -0.033
O  -1.82  0.95  -1.50  -0.296
H  2.44  -3.09  3.77  0.086
C  2.97  0.95  -1.02  -0.078
O  -4.60  -0.06  0.44  0.027
H  0.58  -5.32  2.57  0.086
C  -3.61  -3.35  -0.83  -0.005
C  -3.89  -3.23  1.66  -0.017
H  2.54  -5.50  -2.47  0.088
H  -3.56  -2.27  -0.87  0.082
C  0.19  -1.89  2.71  -0.036
C  -0.45  4.43  -2.09  -0.699
C  4.31  0.91  -1.37  -0.197
Sb  0.01  3.63  -0.08  1.610
H  0.79  -1.03  2.37  0.076
H  -0.39  5.02  2.86  0.050
C  -1.18  4.31  2.63  -0.140
H  0.84  6.19  -2.13  0.052
H  -2.47  5.91  -0.16  0.056
H  -2.66  -5.86  -0.22  0.071
O  0.83  -3.32  0.87  -0.157
C  -3.12  -3.87  0.51  -0.625
H  -0.91  -4.38  2.73  0.072
H  1.83  -6.34  0.46  0.075
H  -0.38  -5.98  -3.19  0.092
O  -2.45  0.10  1.03  -0.261
H  -3.82  -2.14  1.62  0.067
H  1.02  6.87  0.07  0.060
C  -1.64  4.40  1.17  -0.704
Si  -0.40  -3.68  -0.23  -0.060
H  -3.64  3.76  1.63  0.093
C  5.01  2.10  -1.78  -0.183
H  6.03  -0.37  -1.58  0.123
H  -1.28  6.55  0.98  0.056
H  0.65  -7.58  0.04  0.087
C  -2.81  3.44  0.99  -0.117
N  5.58  3.04  -2.09  0.170
H  -2.55  2.42  1.28  0.058
H  -3.01  -3.77  -1.65  0.087
H  -0.83  -1.82  2.34  0.068
H  -2.89  6.10  1.54  0.084
H  2.84  -2.35  2.21  0.073
O  -0.29  -2.60  -1.36  -0.440

Number 1: LUMO energy -0.005 Ha, HOMO -9.855 eV. Number 2: LUMO energy -0.274 Ha, HOMO -14.363 eV. Number 3: LUMO energy -0.030 Ha, HOMO -7.505 eV. Number 4: LUMO energy 0.057 Ha, HOMO -4.999 eV.